(A)
{"formula": "C3H10NO3", "method": "ωB97M-V with the def2-TZVPD basis set", "homo_ev": -3.75, "total_charge": -1, "orbital_gap_ev": 7.714, "elements": ["C", "C", "O", "N", "C", "O", "H", "H", "H", "H", "H", "H", "H", "H", "H", "H", "O"], "coordinates": [[0.1223, 0.0344, 1.0333], [1.0845, -1.1411, 0.9152], [2.3986, -0.7620, 0.5848], [-0.2752, 0.6521, -0.2698], [0.5217, 0.1763, -1.4517], [1.8332, 0.4768, -1.4094], [0.5668, 0.8138, 1.6814], [-0.7734, -0.1752, 1.6407], [1.1677, -1.4964, 1.9553], [0.6529, -1.8692, 0.2321], [2.2264, -0.0791, -0.3992], [-0.2347, 1.6498, -0.1510], [0.2540, -0.8575, -1.6929], [-0.0401, 0.7924, -2.2133], [-3.2635, -0.1969, -0.2700], [-2.7284, 1.2729, -0.1827], [-3.5129, 0.7089, -0.0026]], "mulliken_charge": [-0.60, -0.54, -0.74, -0.18, -0.63, -0.76, 0.26, 0.29, 0.33, 0.25, 0.47, 0.26, 0.28, 0.35, 0.31, 0.35, -0.70]}

***

(B)
{"formula": "C3H10NO3", "method": "ωB97M-V with the def2-TZVPD basis set", "homo_ev": -2.38, "total_charge": -1, "orbital_gap_ev": 5.949, "elements": ["C", "O", "C", "C", "O", "N", "H", "H", "H", "H", "H", "H", "H", "H", "H", "H", "O"], "coordinates": [[-0.9748, 0.5980, 0.6403], [-0.6419, -0.2519, 1.6137], [0.2929, 0.6982, -0.3318], [1.4076, 1.5595, 0.3794], [1.2671, 2.9496, -0.0021], [0.8538, -0.6649, -0.2991], [-1.4612, 1.6072, 1.0130], [-1.9387, 0.2074, 0.4458], [0.1357, 0.9548, -1.3365], [0.9615, 1.4345, 1.3696], [2.4056, 1.4202, 0.1158], [0.4986, 3.3183, 0.3279], [1.3007, -0.6742, 0.5575], [0.2208, -1.4130, -0.1443], [-1.4312, -3.2655, -1.5273], [-1.2141, -4.7611, -1.4020], [-1.8512, -4.1113, -1.7932]], "mulliken_charge": [-0.51, -0.88, 0.18, -0.90, -0.59, -0.86, 0.12, 0.34, 0.40, 0.43, 0.41, 0.30, 0.30, 0.26, 0.37, 0.32, -0.68]}

***

(A) wins, 2.117 eV ahead of the next structure.

***

(A)
{"formula": "C22H28N4O3", "method": "ωB97M-V with the def2-TZVPD basis set", "homo_ev": -9.11, "orbital_gap_ev": 9.885, "smiles": "CC(C)c1cc(CNC(=O)CCc2nnc(CCCCc3ccccc3)o2)on1", "elements": ["C", "H", "H", "H", "C", "C", "N", "O", "C", "C", "H", "C", "N", "C", "O", "C", "H", "H", "C", "C", "N", "N", "C", "O", "C", "H", "H", "C", "H", "H", "C", "H", "H", "C", "C", "C", "C", "C", "C", "C", "H", "H", "H", "H", "H", "H", "H", "H", "H", "H", "H", "H", "C", "H", "H", "H", "H"], "coordinates": [[4.9293, -0.4118, 1.0966], [5.5745, -0.1296, 0.2676], [5.3981, -1.2304, 1.6373], [4.8359, 0.4384, 1.7682], [3.5583, -0.8468, 0.5703], [2.9162, 0.2991, -0.1401], [2.6954, 0.3011, -1.4284], [2.1183, 1.4818, -1.7468], [1.9780, 2.2220, -0.6336], [2.4707, 1.5233, 0.4296], [2.5083, 1.8243, 1.4549], [1.3503, 3.5695, -0.7551], [-0.0929, 3.5007, -0.8592], [-0.8953, 3.9133, 0.1422], [-0.4851, 4.3818, 1.1849], [-2.3851, 3.8093, -0.1762], [-2.5441, 3.9199, -1.2484], [-2.8798, 4.6266, 0.3501], [-2.9889, 2.4890, 0.3052], [-2.5831, 1.3369, -0.5332], [-1.7487, 1.3181, -1.5201], [-1.7134, 0.0523, -1.9942], [-2.5290, -0.6435, -1.2776], [-3.1283, 0.1185, -0.3284], [-2.8764, -2.0776, -1.3924], [-3.0731, -2.4515, -0.3865], [-3.8092, -2.1585, -1.9605], [-1.7938, -2.9033, -2.0885], [-2.1075, -3.9496, -2.0666], [-1.7305, -2.5885, -3.1310], [-0.4006, -2.7743, -1.4727], [-0.0350, -1.7617, -1.6394], [0.2613, -3.4539, -2.0139], [-0.3393, -3.1186, 0.0210], [-0.8068, -2.0137, 0.9292], [-1.7960, -2.2319, 1.8799], [-2.2038, -1.2156, 2.7269], [-1.6219, 0.0366, 2.6396], [-0.6306, 0.2667, 1.6994], [-0.2279, -0.7518, 0.8554], [0.5460, -0.5674, 0.1268], [-0.1700, 1.2418, 1.6234], [-1.9334, 0.8281, 3.3061], [-2.9766, -1.4033, 3.4583], [-2.2514, -3.2101, 1.9631], [0.7015, -3.3391, 0.2774], [-0.9209, -4.0241, 0.2107], [-2.6907, 2.2942, 1.3388], [-4.0814, 2.5477, 0.2880], [-0.4905, 2.9024, -1.5770], [1.7448, 4.0658, -1.6486], [1.5783, 4.1624, 0.1344], [3.6889, -2.0562, -0.3502], [4.3292, -1.8126, -1.1930], [4.1172, -2.8970, 0.1908], [2.7170, -2.3426, -0.7415], [2.9233, -1.1066, 1.4272]], "mulliken_charge": [-1.66, 0.37, 0.44, 0.39, 1.23, 0.28, -0.58, -0.20, 0.44, -0.54, 0.45, -1.11, -0.05, 0.47, -0.68, -0.99, 0.46, 0.45, -0.48, 0.76, -0.23, -0.70, 0.81, -0.36, -0.74, 0.16, 0.42, -1.21, 0.43, 0.41, -0.51, 0.38, 0.45, -1.02, -0.32, -0.34, -0.91, -0.55, -1.02, 1.20, 0.13, 0.49, 0.55, 0.41, 0.42, 0.38, 0.39, 0.10, 0.41, 0.42, 0.32, 0.41, -1.36, 0.39, 0.39, 0.13, 0.25]}

***

(B)
{"formula": "C22H28N4O3", "method": "ωB97M-V with the def2-TZVPD basis set", "homo_ev": -8.48, "orbital_gap_ev": 9.110, "smiles": "CCOc1ccccc1NC(=O)NC1(C(=O)NCc2cccnc2)CCCCC1", "elements": ["C", "C", "O", "C", "C", "C", "C", "C", "C", "N", "C", "O", "N", "H", "C", "C", "C", "C", "C", "C", "H", "H", "H", "H", "H", "H", "H", "H", "H", "H", "C", "O", "N", "H", "C", "C", "C", "N", "C", "C", "C", "H", "H", "H", "H", "H", "H", "H", "H", "H", "H", "H", "H", "H", "H", "H", "H"], "coordinates": [[3.1396, 4.5529, -2.9248], [2.7187, 3.4947, -3.9397], [2.2266, 2.3190, -3.3276], [3.0975, 1.4163, -2.7859], [4.4802, 1.4849, -2.8407], [5.2551, 0.4836, -2.2736], [4.6578, -0.6032, -1.6680], [3.2759, -0.6899, -1.6140], [2.4843, 0.3193, -2.1441], [1.0890, 0.2755, -2.1397], [0.2128, -0.1873, -1.1908], [-0.9832, -0.2347, -1.4510], [0.7578, -0.5374, -0.0036], [1.7128, -0.2587, 0.1613], [0.0890, -1.1885, 1.1241], [-0.7381, -2.3848, 0.6302], [-1.3035, -3.1792, 1.8030], [-0.1714, -3.7080, 2.6757], [0.6568, -2.5430, 3.2033], [1.1984, -1.6896, 2.0586], [1.7258, -0.8287, 2.4748], [1.9038, -2.2806, 1.4675], [1.4950, -2.9146, 3.7963], [0.0398, -1.9160, 3.8463], [-0.5780, -4.2813, 3.5108], [0.4612, -4.3764, 2.0856], [-1.9478, -2.5365, 2.4071], [-1.9076, -4.0059, 1.4233], [-1.5402, -2.0472, -0.0253], [-0.0805, -3.0285, 0.0392], [-0.8031, -0.1580, 1.8637], [-0.6087, 0.1726, 3.0180], [-1.7985, 0.3312, 1.1100], [-1.8264, 0.1082, 0.1157], [-2.7295, 1.3127, 1.6108], [-4.1597, 0.8961, 1.4091], [-5.1697, 1.8465, 1.2864], [-6.4449, 1.5489, 1.1250], [-6.7878, 0.2730, 1.0709], [-5.8710, -0.7610, 1.1787], [-4.5351, -0.4408, 1.3522], [-3.7893, -1.2170, 1.4420], [-6.1921, -1.7901, 1.1289], [-7.8432, 0.0781, 0.9340], [-4.9384, 2.9042, 1.3216], [-2.5585, 2.2818, 1.1261], [-2.5216, 1.4257, 2.6823], [0.6461, 0.7782, -2.8975], [2.8086, -1.5627, -1.1850], [5.2601, -1.3921, -1.2453], [6.3306, 0.5584, -2.3202], [4.9733, 2.3139, -3.3224], [3.5406, 3.2580, -4.6259], [1.8746, 3.8629, -4.5298], [2.3004, 4.7977, -2.2786], [3.4582, 5.4517, -3.4453], [3.9574, 4.1951, -2.3040]], "mulliken_charge": [-1.06, -0.45, -0.46, 1.07, -0.55, -0.83, -0.78, -0.20, -0.23, -0.03, 0.29, -0.80, -0.06, 0.57, 0.90, -1.01, -0.66, -0.87, -0.79, -1.26, 0.51, 0.44, 0.42, 0.33, 0.39, 0.36, 0.26, 0.44, 0.47, 0.50, -0.14, -0.71, 0.08, 0.22, -1.07, 0.59, -0.59, -0.62, -0.27, -0.60, 0.22, 0.31, 0.38, 0.35, 0.36, 0.44, 0.39, 0.30, 0.60, 0.40, 0.39, 0.34, 0.35, 0.35, 0.31, 0.38, 0.34]}

***

(B) wins, 2.027 eV ahead of the next structure.